(1)
ORCA calculation (wB97M-V/def2-TZVPD) on an isolated molecule of C6H10S2 at a distorted geometry.

calculated total energy: -1030.8237 hartree
gap between HOMO and LUMO: 9.4 eV
E_LUMO: 0.546 eV
charge: 0
SMILES: CC1(S)C[C@@H]2S[C@H]2C1
energy relative to the best compared isomer or geometry (same formula, charge and spin): 405.2 kJ/mol
maximum force: 4.24 eV Å⁻¹
2S+1: 1
highest occupied orbital energy: -8.89 eV

```
18
C6H10S2, DFT wB97M-V/def2-TZVPD
S 3.160 -0.558 -0.027
H -0.017 -1.134 -1.947
C 0.197 -0.205 1.303
H 1.572 1.048 -0.196
S -2.155 -1.257 -0.030
C -0.790 -0.075 -0.037
C 0.273 -0.217 -1.380
H 0.036 0.705 -2.033
C 1.402 -0.893 0.712
H -2.044 1.767 -0.638
C 1.600 -0.054 -0.602
H -0.287 -0.684 2.158
H 0.601 0.711 1.921
H 1.164 -1.818 0.398
C -1.287 1.400 0.079
H -1.745 1.612 1.013
H -0.350 2.016 0.045
H -1.331 -2.364 -0.738
```

(2)
ORCA calculation (wB97M-V/def2-TZVPD) on a cluster of 2 separate species, C4H11NOS in total at a distorted geometry.

calculated total energy: -687.0472 hartree
gap between HOMO and LUMO (spin up / spin down): 8.2 / 8.9 eV
E_LUMO (spin up / spin down): -0.507 / -0.560 eV
charge: 0
energy relative to the best compared isomer or geometry (same formula, charge and spin): 425.6 kJ/mol
maximum force: 4.15 eV Å⁻¹
2S+1: 1
highest occupied orbital energy (spin up / spin down): -8.72 / -9.44 eV

```
18
C4H11NOS, DFT wB97M-V/def2-TZVPD
H -1.720 0.312 -0.304
C 0.384 -0.214 -0.383
H -0.133 -2.306 0.043
H -2.022 1.346 1.333
S 0.623 1.284 0.697
H -0.955 1.015 -1.815
H -1.196 1.647 2.828
N -1.499 0.955 2.115
C 1.765 -0.542 -1.109
H 2.033 0.471 -1.381
C 0.148 -1.307 0.612
H -0.597 -0.877 1.318
H 0.999 -1.511 1.209
O 0.356 2.434 -0.106
H 2.462 -0.996 -0.391
H 1.668 -1.170 -1.909
C -0.923 0.123 -1.077
H -1.392 -0.667 -1.681
```

(3)
ORCA calculation (wB97M-V/def2-TZVPD) on an isolated molecule of C24H30ClN3O2S.

calculated total energy: -2105.7323 hartree
gap between HOMO and LUMO: 9.3 eV
E_LUMO: 0.624 eV
charge: 0
SMILES: CSCC[C@H](NC(=O)c1ccccc1Cl)C(=O)NC1CCN(Cc2ccccc2)CC1
energy relative to the best compared isomer or geometry (same formula, charge and spin): 0.0 kJ/mol
maximum force: 0.65 eV Å⁻¹
2S+1: 1
highest occupied orbital energy: -8.63 eV

```
61
C24H30ClN3O2S, DFT wB97M-V/def2-TZVPD
C 0.732 3.252 5.403
H 2.792 3.869 -1.499
H -2.467 -4.759 1.709
C 1.416 2.547 4.427
H 0.385 4.011 -0.601
H 0.263 2.789 1.528
H -2.161 -1.703 -5.184
C -0.386 -1.778 -3.960
S -3.042 -2.116 -3.016
H 0.804 1.291 0.737
C -0.646 -2.057 0.777
H 2.176 5.081 2.345
C 3.116 2.280 -0.097
H 2.626 1.369 2.435
H 1.323 -1.446 -2.691
Cl -1.010 -4.339 -0.648
O 1.339 -1.094 -0.115
N -0.383 -1.494 -1.527
H 0.951 6.349 4.080
C 0.563 4.620 5.281
H 0.911 2.887 -2.712
H -1.352 -1.786 -1.625
C -1.843 -1.391 -4.189
C -2.184 -2.997 2.900
H 0.172 -1.480 -4.850
C -1.577 -1.755 2.981
H 3.765 2.729 2.334
H 3.347 2.358 -2.237
C -2.013 -3.782 1.774
C 1.082 5.281 4.180
H 1.488 0.393 -1.234
C -0.807 -1.295 1.929
H -0.671 2.598 -0.770
N 1.095 0.996 -1.953
O -0.230 1.050 -3.787
C -1.248 -3.310 0.720
H -3.336 -3.867 -4.634
C 0.208 -1.514 -0.326
C 0.333 0.440 -2.900
C 1.945 3.203 3.325
H 1.543 1.478 4.525
H -3.793 -4.358 -2.985
C 0.878 2.393 0.715
H 4.137 2.615 0.107
C 0.360 2.921 -0.618
H -1.699 -1.147 3.864
H 3.116 1.175 -0.078
H -0.294 -2.862 -3.851
N 2.248 2.824 0.932
H -1.962 -0.313 -4.103
H -2.785 -3.364 3.718
C 0.280 -1.104 -2.758
H 0.027 5.170 6.041
H -0.322 -0.332 1.986
C -3.053 -3.840 -3.585
H -2.078 -4.292 -3.435
C 1.237 2.425 -1.773
C 2.692 2.784 -1.475
C 1.772 4.578 3.210
H 0.327 2.731 6.259
C 2.705 2.458 2.262
```

(4)
ORCA calculation (wB97M-V/def2-TZVPD) on a cluster of 3 separate species, C2H8O3 in total at a distorted geometry.

calculated total energy: -306.3154 hartree
gap between HOMO and LUMO (spin up / spin down): 8.3 / 4.3 eV
E_LUMO (spin up / spin down): -5.421 / -9.419 eV
expectation value of S²: 0.759
charge: +1
energy relative to the best compared isomer or geometry (same formula, charge and spin): 157.4 kJ/mol
maximum force: 6.14 eV Å⁻¹
2S+1: 2
highest occupied orbital energy (spin up / spin down): -13.73 / -13.73 eV

```
13
C2H8O3, DFT wB97M-V/def2-TZVPD
O -1.283 -4.511 2.191
H -1.943 -4.978 1.829
H -1.486 -4.470 3.123
H -1.045 2.727 -0.751
O 1.573 2.303 -0.494
C -0.601 2.693 0.331
H 0.170 -1.655 -1.637
H 1.240 2.814 -1.244
H -0.602 -1.777 -2.918
H 1.209 2.355 1.536
H -1.281 2.700 1.216
O 0.104 -1.326 -2.544
C 0.700 2.400 0.607
```

(5)
ORCA calculation (wB97M-V/def2-TZVPD) on a structure of composition C39H40BINO6Zr.

calculated total energy: -2385.7979 hartree
gap between HOMO and LUMO: 6.8 eV
E_LUMO: -3.684 eV
charge: +1
energy relative to the best compared isomer or geometry (same formula, charge and spin): 104.9 kJ/mol
maximum force: 0.86 eV Å⁻¹
2S+1: 1
highest occupied orbital energy: -10.46 eV

```
89
C39H40BINO6Zr, DFT wB97M-V/def2-TZVPD
C 2.846 -6.248 -3.598
H 0.385 4.910 4.765
C -6.478 1.124 -1.374
C 1.181 4.384 4.243
H 3.360 1.929 4.869
H -4.201 3.447 -0.423
O -1.826 0.354 0.299
C 2.352 -7.211 -1.338
H 0.414 -7.347 -3.204
H 2.586 -5.485 -4.334
H -7.483 1.008 -1.754
O 2.622 -1.028 0.026
H -2.041 4.238 4.381
H -0.168 -6.307 -1.908
C 0.509 -6.354 -2.763
C -5.936 2.375 -1.112
C -4.643 2.481 -0.627
C 2.649 4.960 -1.820
H -1.808 -0.958 2.645
C -0.657 2.856 3.454
C 1.922 3.928 -1.314
Zr 0.019 1.309 0.615
H 2.509 -0.727 2.396
C -0.260 0.469 3.178
H 0.106 -4.073 -1.871
C 3.077 2.179 3.843
C 1.598 1.972 3.628
C 2.068 -0.500 3.368
C -0.440 1.468 -3.763
C 2.168 -4.746 -1.717
H 0.230 2.717 -5.356
C 1.962 -6.124 -2.349
C 3.721 -3.151 -0.684
C -2.643 1.289 3.312
H 3.374 3.209 3.664
C 0.704 3.040 3.748
C -3.892 1.329 -0.402
C -4.419 0.070 -0.663
C 1.811 4.408 -4.003
H 4.267 -5.073 -1.405
H 2.005 4.267 4.944
H 4.715 -2.887 -0.353
C 1.102 3.066 -2.071
C -0.379 1.209 -2.376
H 3.398 -7.129 -1.039
H 1.760 4.587 -5.070
H -0.741 -1.480 3.945
H 2.885 -0.308 4.059
O -1.974 2.538 0.376
H -1.038 0.829 -4.398
H -0.180 -1.507 2.281
C 0.365 1.988 -1.500
C 2.655 -2.292 -0.535
O -5.571 -2.297 -1.225
H -6.526 3.263 -1.289
H -3.216 2.199 3.455
H -2.373 3.890 2.681
H -3.843 -0.829 -0.498
H 2.205 -8.199 -1.776
H -3.032 0.779 2.432
C -1.580 4.045 3.409
C 0.262 2.510 -4.293
H -0.922 0.340 -2.017
C 3.448 -4.377 -1.279
C -5.707 -0.001 -1.144
C 1.119 0.679 3.323
C 1.395 -2.632 -0.966
B 1.303 -0.605 -0.058
O -7.409 -1.372 -1.862
N -6.282 -1.336 -1.425
C 1.114 -3.844 -1.558
H 3.904 -6.139 -3.358
C 1.060 3.335 -3.463
C -1.157 1.558 3.253
C 2.587 5.202 -3.210
H -1.041 4.943 3.114
O 0.526 -1.599 -0.678
H 3.261 5.585 -1.184
H 1.558 -1.395 3.717
H 2.706 -7.228 -4.058
H 1.525 5.036 3.435
H -2.847 0.638 4.163
H 1.737 -7.141 -0.439
H 3.662 1.546 3.178
C -2.521 1.444 0.111
I 1.979 3.551 0.741
C -0.781 -0.941 2.995
H 0.181 -5.628 -3.510
H 3.159 6.016 -3.633
```

(6)
ORCA calculation (wB97M-V/def2-TZVPD) on a structure of composition C2H2BrClO at a distorted geometry.

calculated total energy: -3186.6924 hartree
gap between HOMO and LUMO: 8.3 eV
E_LUMO: -0.835 eV
charge: 0
energy relative to the best compared isomer or geometry (same formula, charge and spin): 400.4 kJ/mol
maximum force: 4.44 eV Å⁻¹
2S+1: 1
highest occupied orbital energy: -9.14 eV

```
7
C2H2BrClO, DFT wB97M-V/def2-TZVPD
O 1.547 0.246 -0.022
Br -0.213 -1.695 -1.668
C 1.207 0.966 0.868
H 0.564 0.765 1.652
C -1.672 -0.668 -1.233
Cl -2.829 -1.565 -0.485
H 1.394 1.952 0.889
```

(7)
ORCA calculation (wB97M-V/def2-TZVPD) on a cluster of 2 separate species, C9H19O3S in total at a distorted geometry.

calculated total energy: -978.1486 hartree
gap between HOMO and LUMO (spin up / spin down): 7.3 / 7.3 eV
E_LUMO (spin up / spin down): 3.228 / 3.244 eV
charge: -1
energy relative to the best compared isomer or geometry (same formula, charge and spin): 319.5 kJ/mol
maximum force: 3.77 eV Å⁻¹
2S+1: 1
highest occupied orbital energy (spin up / spin down): -4.04 / -4.03 eV

```
32
C9H19O3S, DFT wB97M-V/def2-TZVPD
H 0.360 -1.173 2.670
H 0.807 -2.025 0.594
C 0.228 -0.044 0.148
H -1.216 -3.154 -0.063
H 0.277 2.309 -2.208
C 0.573 -2.015 -1.489
H 1.572 2.092 -0.790
C -0.262 0.942 -0.918
C -1.305 -2.045 0.027
O 4.131 -0.828 0.850
H 1.512 -1.642 -1.764
C 0.050 0.506 1.537
H -0.985 0.465 1.949
S 3.357 0.138 -0.058
C 0.152 -1.563 -0.132
C 0.848 -0.273 2.475
H -1.740 2.518 -1.280
H 1.896 -0.383 2.005
H 1.470 0.964 -2.169
H 0.694 -3.102 -1.331
O 3.686 -0.135 -1.439
H -0.670 0.326 -1.821
H -1.695 -1.899 1.041
H -2.325 1.115 -0.422
H -1.910 -1.715 -0.750
H -0.142 -1.664 -2.264
H -1.335 2.455 0.552
H 0.364 1.507 1.720
O 3.577 1.537 0.303
C 0.864 1.688 -1.531
C -1.532 1.817 -0.384
H 1.011 0.344 3.273
```

(8)
ORCA calculation (wB97M-V/def2-TZVPD) on a structure of composition C4H3CuO5 at a distorted geometry.

calculated total energy: -2170.7966 hartree
gap between HOMO and LUMO: 6.8 eV
E_LUMO: -1.794 eV
charge: 0
energy relative to the best compared isomer or geometry (same formula, charge and spin): 152.9 kJ/mol
maximum force: 3.46 eV Å⁻¹
2S+1: 1
highest occupied orbital energy: -8.56 eV

```
13
C4H3CuO5, DFT wB97M-V/def2-TZVPD
O -0.650 -0.486 -0.301
C 0.646 -0.260 -0.777
H 0.697 -0.282 -1.866
O -2.753 -0.187 -0.475
O 3.142 -0.101 2.153
Cu -0.864 1.042 1.864
H -3.524 -0.151 -1.057
H 2.170 1.058 -0.469
C 1.494 0.365 0.042
C 1.973 0.004 1.876
O -1.594 -0.693 -2.345
C -1.678 -0.558 -1.156
O 0.941 0.250 2.511
```